1.
Below is a 2-piece molecular cluster, C2H4NO4S3 overall at a distorted geometry, with properties calculated with ωB97M-V/def2-TZVPD.

## Properties
total charge = -1
frontier orbital gap (spin up / spin down) = 6.52 / 6.52 eV
multiplicity = 1
HOMO (spin up / spin down) = -5.25 / -5.25 eV
relative energy (zero: lowest compared OMol25 entry of this formula, charge and spin) = 0.0000 eV

```
14
Properties=species:S:1:pos:R:3:mulliken_charge:R:1
C 1.8940 -1.5227 0.1611 0.677
C -1.5980 -0.3571 0.4615 -0.624
N 1.8218 -0.1735 -0.7641 -0.159
O 0.9332 -2.2027 -0.1023 -0.677
O 2.8474 -1.5196 0.8779 -0.588
O -2.5092 2.0031 -0.2082 -0.638
O -0.5601 1.1630 -1.4171 -0.644
S 2.4470 1.2057 -0.3564 0.105
S -0.0593 2.2124 1.2367 -0.464
S -1.2369 1.3133 -0.1435 0.913
H -0.7428 -1.0032 0.2867 0.173
H -1.8317 -0.2864 1.5145 0.279
H -2.4553 -0.6836 -0.1128 0.301
H 1.0501 -0.1488 -1.4338 0.346
```

2.
Below is a 2-piece molecular cluster, C2H4NO5 overall at a distorted geometry, with properties calculated with ωB97M-V/def2-TZVPD.

## Properties
total charge = -1
frontier orbital gap = 9.52 eV
multiplicity = 1
HOMO = -5.76 eV
relative energy (zero: lowest compared OMol25 entry of this formula, charge and spin) = 0.5283 eV

```
12
Properties=species:S:1:pos:R:3:mulliken_charge:R:1
C 2.1874 0.2102 -0.6327 0.606
C -2.1499 -0.2128 -0.2726 0.548
N -1.4912 -0.4781 0.9894 -0.442
O 2.7697 0.2388 -1.6829 -0.634
O 2.9961 0.2915 0.5225 -0.521
O -1.3271 0.0132 -1.2516 -0.536
O -3.3237 -0.0501 -0.4331 -0.630
O 0.9886 0.1200 -0.2933 -0.755
H -0.5711 -0.1270 1.0008 0.301
H -0.3402 -0.0930 -0.9803 0.570
H 2.3461 0.5895 1.1005 0.276
H -2.0848 -0.5022 1.9333 0.218
```

3.
Below is one molecule with the formula C2H4NOP at a distorted geometry, with properties calculated with ωB97M-V/def2-TZVPD.

## Properties
total charge = 0
frontier orbital gap = 7.57 eV
multiplicity = 1
HOMO = -7.82 eV
SMILES string = C1=NO[PH2]=C1
relative energy (zero: lowest compared OMol25 entry of this formula, charge and spin) = 3.6818 eV

```
9
Properties=species:S:1:pos:R:3:mulliken_charge:R:1
C 1.3501 1.0445 0.0528 -0.186
N 2.1292 -0.0002 0.0125 -0.322
O 1.3930 -1.2049 -0.0967 -0.248
P -0.1895 -0.9299 0.0436 0.253
C -0.0054 0.7569 0.0293 -0.401
H 1.9405 1.9261 -0.1726 0.361
H -0.7609 -2.0178 -1.0420 0.075
H -0.3091 -1.5380 1.2726 0.069
H -0.8196 1.4229 0.0121 0.400
```

4.
Below is a 2-piece molecular cluster, C2H4NOP overall at a distorted geometry, with properties calculated with ωB97M-V/def2-TZVPD.

## Properties
total charge = 0
frontier orbital gap = 8.77 eV
multiplicity = 1
HOMO = -9.30 eV
SMILES string = C=C=N.O=P
relative energy (zero: lowest compared OMol25 entry of this formula, charge and spin) = 2.3611 eV

```
9
Properties=species:S:1:pos:R:3:mulliken_charge:R:1
C 1.7135 -0.5860 -0.1564 -0.954
C 0.5680 -0.0831 -0.3120 0.551
N -0.5249 0.4537 -0.3501 -0.398
H 2.3926 -0.4714 0.5991 0.321
H 1.9378 -1.2049 -1.0086 0.196
H -0.8746 1.0846 -1.0442 0.291
O -4.3063 -0.9200 0.1659 -0.412
P -3.4892 0.2779 -0.0663 0.355
H -2.6390 0.5814 1.0510 0.049
```

5.
Below is C2H4NOP as an isolated structure at a distorted geometry, with properties calculated with ωB97M-V/def2-TZVPD.

## Properties
total charge = 0
frontier orbital gap = 10.24 eV
multiplicity = 1
HOMO = -9.60 eV
relative energy (zero: lowest compared OMol25 entry of this formula, charge and spin) = 1.1362 eV

```
9
Properties=species:S:1:pos:R:3:mulliken_charge:R:1
C -0.0380 0.8535 0.3477 0.575
C -0.6907 1.5717 -0.5174 -0.785
N 0.3323 0.0498 1.1772 -0.401
O 0.2597 -1.4271 -1.0601 -0.491
P 0.7342 -1.2996 0.2786 0.442
H -1.7802 1.5705 -0.2574 0.213
H -0.3674 2.4167 -1.0763 0.305
H 0.2310 -2.1276 1.2423 0.065
H 2.0608 -1.1773 0.5349 0.078
```

6.
Below is C2H4NOS as an isolated structure at a distorted geometry, with properties calculated with ωB97M-V/def2-TZVPD.

## Properties
total charge = -1
frontier orbital gap = 6.65 eV
multiplicity = 1
HOMO = -2.58 eV
relative energy (zero: lowest compared OMol25 entry of this formula, charge and spin) = 0.0000 eV

```
9
Properties=species:S:1:pos:R:3:mulliken_charge:R:1
C -0.3213 0.6357 -0.4783 -0.324
C -0.9367 -0.4679 0.2638 0.052
N 0.7839 0.4620 0.4981 -0.587
O -0.9062 -1.7117 0.1827 -0.608
S 1.9376 -0.6593 0.1940 -0.305
H 0.0985 0.4419 -1.4637 0.301
H -0.7516 1.5753 -0.4023 0.234
H -1.3806 0.0856 1.1790 0.173
H 1.4689 -1.7266 0.9733 0.063
```

7.
Below is one molecule with the formula C2H4NP at a distorted geometry, with properties calculated with ωB97M-V/def2-TZVPD.

## Properties
total charge = 0
frontier orbital gap = 8.25 eV
multiplicity = 1
HOMO = -7.49 eV
SMILES string = PN1C=C1
relative energy (zero: lowest compared OMol25 entry of this formula, charge and spin) = 4.4120 eV

```
8
Properties=species:S:1:pos:R:3:mulliken_charge:R:1
P 0.1823 -1.6748 -0.0054 -0.092
N 0.4459 0.3644 -0.4839 -0.420
C -0.7753 1.0190 -0.7624 -0.034
C -0.2838 1.1424 0.4288 -0.128
H 0.5002 -1.4238 1.4391 0.043
H 1.5746 -2.1249 -0.2605 0.076
H -1.5149 0.8119 -1.6095 0.287
H -0.1292 1.8857 1.2539 0.268
```

8.
Below is one molecule with the formula C2H4NP at a distorted geometry, with properties calculated with ωB97M-V/def2-TZVPD.

## Properties
total charge = 0
frontier orbital gap (spin up / spin down) = 7.06 / 7.07 eV
multiplicity = 1
HOMO (spin up / spin down) = -7.48 / -7.48 eV
SMILES string = C=[PH]=C=N
relative energy (zero: lowest compared OMol25 entry of this formula, charge and spin) = 3.4357 eV

```
8
Properties=species:S:1:pos:R:3:mulliken_charge:R:1
C -0.8692 -0.4700 -0.9580 -0.696
P 0.7853 0.0274 -0.7554 -0.026
C 0.5823 0.1594 1.0068 0.287
N 0.3414 0.9361 1.8850 -0.345
H -1.1383 -1.5355 -1.1000 0.236
H -1.2497 0.2407 -1.6880 0.220
H 1.7679 -1.0898 -0.5355 0.020
H -0.2196 1.7317 2.1450 0.305
```

| no. | total energy (eV) |
| --- | --- |
| 1 | -44325.5723 |
| 2 | -13869.7943 |
| 3 | -14960.9639 |
| 4 | -14962.2847 |
| 5 | -14963.5096 |
| 6 | -16510.1553 |
| 7 | -12912.1171 |
| 8 | -12913.0933 |